No. 1
A 2-piece molecular cluster, C4H13N5O3 overall at a distorted geometry. Source: the OMol25 dataset; level of theory: ωB97M-V with the def2-TZVPD basis set.

Summary:
2S+1   1
Total charge   0
E_HOMO   -7.549 eV
SMILES   CNN/C=[N+](/N)[O-].CO/C=N/O
Orbital gap   8.3250 eV
M   179.18 g/mol
Total energy   -17944.489 eV
Relative energy (zero: lowest compared OMol25 entry of this formula, charge and spin)   303.87 kJ/mol
Max |F|   0.114 hartree/bohr

Each line ends with the natural charge from an NBO analysis.
Geometry (Å):
C1 1.5605 2.4873 -0.0429  -0.430
N1 2.6251 1.5777 0.3369  -0.437
N2 2.1394 0.3105 0.6990  -0.447
C2 1.7258 -0.6027 -0.2696  0.116
N3 0.8916 -1.5628 0.0592  0.193
N4 0.7748 -2.7002 -0.7741  -0.681
O1 0.4070 -1.7400 1.2177  -0.615
H1 1.9038 3.4978 -0.1943  0.211
H2 0.9738 1.9809 -0.8627  0.178
H3 1.0217 2.5887 0.8107  0.193
H4 3.2759 1.4872 -0.3913  0.345
H5 1.4645 0.3205 1.4434  0.400
H6 2.1632 -0.7072 -1.2731  0.195
H7 0.1306 -3.2996 -0.2816  0.400
H8 0.6703 -2.4577 -1.7877  0.379
C3 -3.0390 -0.1364 1.7801  -0.241
O2 -2.7239 0.5426 0.6341  -0.475
C4 -2.5448 -0.0797 -0.4640  0.342
N5 -2.4687 0.5135 -1.5963  -0.243
O3 -2.2035 -0.2198 -2.7549  -0.570
H9 -4.0785 0.1515 2.0190  0.186
H10 -2.2995 0.1643 2.5285  0.200
H11 -2.9539 -1.2298 1.6083  0.186
H12 -2.7635 -1.1738 -0.5374  0.133
H13 -2.3108 0.4817 -3.4223  0.481

No. 2
A 2-piece molecular cluster, C2H8NS overall at a distorted geometry. Source: the OMol25 dataset; level of theory: ωB97M-V with the def2-TZVPD basis set.

Summary:
2S+1   1
Total charge   -1
E_HOMO   -2.270 eV
Orbital gap   6.5898 eV
M   78.16 g/mol
Total energy   -14529.153 eV
Relative energy (zero: lowest compared OMol25 entry of this formula, charge and spin)   90.76 kJ/mol
Max |F|   0.073 hartree/bohr

Each line ends with the natural charge from an NBO analysis.
Geometry (Å):
N1 -2.4735 -0.7215 -1.6427  -1.076
H1 -1.4942 -0.8787 -1.8060  0.358
H2 -2.5372 -0.8803 -0.6491  0.374
H3 -2.5507 0.2481 -1.7088  0.341
C1 1.0704 1.3208 -0.7052  -0.670
C2 1.3004 -0.0372 -0.0345  -0.530
S1 0.2120 -0.2948 1.4215  -0.753
H4 1.8678 1.2811 -1.3653  0.193
H5 -0.0047 1.4259 -1.1009  0.192
H6 0.9698 2.0252 0.1415  0.223
H7 1.1329 -0.9038 -0.7956  0.155
H8 2.3134 -0.2517 0.4769  0.192

No. 3
One molecule with the formula C9H9N3O at a distorted geometry. Source: the OMol25 dataset; level of theory: ωB97M-V with the def2-TZVPD basis set.

Summary:
2S+1   1
Total charge   0
E_HOMO   -9.394 eV
SMILES   CN(Cc1ccc(C#N)cc1)N=O
Orbital gap   9.3065 eV
M   175.19 g/mol
Total energy   -15991.406 eV
Relative energy (zero: lowest compared OMol25 entry of this formula, charge and spin)   496.26 kJ/mol
Max |F|   0.126 hartree/bohr

Each line ends with the natural charge from an NBO analysis.
Geometry (Å):
C1 2.3354 -0.9248 1.3204  -0.442
N1 2.3606 -0.0125 0.1782  -0.218
C2 1.6067 -0.4066 -0.8948  -0.293
C3 0.1003 -0.2273 -0.5514  -0.007
C4 -0.8261 -1.1639 -0.6370  -0.220
C5 -2.1633 -0.9591 -0.4268  -0.160
C6 -2.6025 0.3741 -0.1032  -0.131
C7 -4.0365 0.6559 0.1669  0.259
N2 -5.1213 0.5498 0.6897  -0.298
C8 -1.5980 1.4524 0.0047  -0.175
C9 -0.3849 1.1268 -0.2755  -0.232
N3 2.4983 1.2654 0.4153  0.234
O1 2.1117 2.1141 -0.4796  -0.452
H1 3.3386 -0.7547 1.9371  0.242
H2 2.4242 -1.9567 0.9591  0.225
H3 1.3112 -0.5463 1.8664  0.238
H4 1.8240 -1.4396 -1.2659  0.225
H5 1.6765 0.3896 -1.7632  0.274
H6 -0.5121 -2.2328 -0.7969  0.210
H7 -2.8480 -1.6978 -0.5193  0.221
H8 -1.8318 2.3710 0.4578  0.228
H9 0.3370 2.0227 -0.2820  0.269

No. 4
One molecule with the formula C23H25NO3. Source: the OMol25 dataset; level of theory: ωB97M-V with the def2-TZVPD basis set.

Summary:
2S+1   1
Total charge   0
E_HOMO   -8.322 eV
SMILES   CCOCCOc1cccc(C(=O)N[C@H](C)c2ccc3ccccc3c2)c1
Orbital gap   8.9716 eV
M   363.46 g/mol
Total energy   -31889.819 eV
Relative energy (zero: lowest compared OMol25 entry of this formula, charge and spin)   42.93 kJ/mol
Max |F|   0.010 hartree/bohr

Each line ends with the natural charge from an NBO analysis.
Geometry (Å):
C1 0.9437 3.0894 6.0453  -0.641
C2 1.5108 1.9753 6.9216  -0.060
O1 2.5528 1.2347 6.3130  -0.532
C3 2.1829 0.1053 5.5713  -0.077
C4 1.6465 0.3931 4.1612  -0.106
O2 0.2412 0.5393 4.2371  -0.505
C5 -0.4496 0.8214 3.1017  0.302
C6 -1.8277 0.9941 3.2526  -0.246
C7 -2.6141 1.2981 2.1612  -0.191
C8 -2.0546 1.4191 0.8993  -0.226
C9 -0.6872 1.2357 0.7384  -0.126
C10 0.0055 1.3667 -0.5787  0.661
O3 1.1635 1.7309 -0.6689  -0.631
N1 -0.7467 1.0444 -1.6551  -0.601
C11 -0.2335 1.0736 -3.0160  -0.084
C12 -1.1396 1.9375 -3.8869  -0.610
C13 -0.0494 -0.3501 -3.4977  -0.042
C14 0.9517 -1.1147 -2.8597  -0.213
C15 1.1674 -2.4172 -3.2014  -0.163
C16 0.3944 -3.0374 -4.2062  -0.099
C17 0.5908 -4.3795 -4.5897  -0.171
C18 -0.1773 -4.9451 -5.5690  -0.216
C19 -1.1758 -4.1940 -6.2080  -0.216
C20 -1.3897 -2.8901 -5.8578  -0.202
C21 -0.6140 -2.2774 -4.8519  0.014
C22 -0.8152 -0.9332 -4.4710  -0.169
C23 0.1140 0.9505 1.8399  -0.225
H1 0.3757 2.6835 5.2143  0.214
H2 0.2841 3.7156 6.6408  0.210
H3 1.7542 3.7015 5.6577  0.211
H4 1.9686 2.4157 7.8135  0.181
H5 0.7060 1.2984 7.2379  0.162
H6 3.1011 -0.4813 5.4812  0.194
H7 1.4286 -0.4864 6.1098  0.176
H8 1.8954 -0.4480 3.5012  0.182
H9 2.1140 1.3055 3.7725  0.193
H10 -2.2538 0.8948 4.2386  0.225
H11 -3.6755 1.4458 2.2944  0.217
H12 -2.6813 1.6875 0.0618  0.209
H13 -1.6616 0.6446 -1.5223  0.399
H14 0.7542 1.5451 -2.9391  0.246
H15 -0.7673 1.9618 -4.9073  0.219
H16 -1.1548 2.9531 -3.4982  0.224
H17 -2.1586 1.5555 -3.8879  0.200
H18 1.5488 -0.6423 -2.0935  0.227
H19 1.9383 -2.9929 -2.7093  0.210
H20 1.3615 -4.9530 -4.0944  0.209
H21 -0.0216 -5.9740 -5.8588  0.214
H22 -1.7735 -4.6562 -6.9801  0.213
H23 -2.1574 -2.3085 -6.3488  0.206
H24 -1.5893 -0.3787 -4.9798  0.199
H25 1.1735 0.8424 1.6710  0.236

No. 5
C8H15N2 as an isolated structure at a distorted geometry. Source: the OMol25 dataset; level of theory: ωB97M-V with the def2-TZVPD basis set.

Summary:
2S+1   1
Total charge   +1
E_HOMO   -13.307 eV
Orbital gap   10.3801 eV
M   139.22 g/mol
Total energy   -11510.838 eV
Relative energy (zero: lowest compared OMol25 entry of this formula, charge and spin)   206.95 kJ/mol
Max |F|   0.101 hartree/bohr

Each line ends with the natural charge from an NBO analysis.
Geometry (Å):
C1 1.4123 -0.4554 0.1698  -0.093
C2 1.4638 0.8238 0.1030  0.361
C3 -1.2692 0.7279 0.1906  0.546
C4 0.1160 -1.2372 -0.1511  -0.219
C5 2.6737 -1.3398 0.3399  -0.635
C6 2.3430 1.8914 0.3139  -0.730
C7 -2.6579 1.3373 0.3172  -0.666
C8 -2.2260 -1.5187 0.3988  -0.460
N1 -1.1443 -0.6111 0.1463  -0.385
N2 -0.3366 1.4909 -0.1862  -0.603
H1 0.0707 -1.4606 -1.2639  0.230
H2 0.1960 -2.1820 0.4225  0.235
H3 2.8054 -2.1458 -0.3508  0.246
H4 2.6693 -1.8386 1.2982  0.242
H5 3.7223 -0.8232 0.3137  0.242
H6 2.0386 2.5271 1.1467  0.261
H7 2.2905 2.5534 -0.6164  0.257
H8 3.4358 1.4915 0.2649  0.289
H9 -3.1414 1.1620 1.2854  0.267
H10 -3.1410 0.7574 -0.5524  0.252
H11 -2.5880 2.3299 -0.1034  0.239
H12 -2.8952 -1.7197 -0.4824  0.222
H13 -1.9781 -2.5810 0.6423  0.247
H14 -2.9080 -1.3706 1.2437  0.239
H15 -0.5495 2.5008 -0.1856  0.416